Model i:
{"formula": "C3H9BNO2", "method": "ωB97M-V/def2-TZVPD", "multiplicity": 1, "homo_lumo_gap_ev": 11.362, "total_charge": 1, "species": ["B", "C", "C", "C", "N", "O", "O", "H", "H", "H", "H", "H", "H", "H", "H", "H"], "xyz": [[0.02726, -1.75092, -0.54491], [0.62912, 2.49257, 0.95916], [-0.38741, 1.72824, 0.89292], [1.00140, -0.56687, -0.92792], [-1.31751, 0.97538, 0.98869], [0.07781, -3.02724, -0.84004], [-1.17048, -1.28005, 0.22090], [1.18628, 2.77848, 1.84422], [0.94981, 3.10646, 0.00897], [0.45276, 0.38706, -1.08572], [1.92914, -0.34317, -0.33719], [-1.37246, -0.00494, 0.53071], [-2.31037, 1.46335, 1.03339], [1.41204, -0.73582, -1.89507], [0.62211, -3.33654, -1.58765], [-1.72950, -1.88600, 0.73953]]}


Model ii:
{"formula": "C3H9BNO2", "method": "ωB97M-V/def2-TZVPD", "multiplicity": 1, "homo_lumo_gap_ev": [7.311, 7.312], "total_charge": 1, "species": ["B", "C", "C", "C", "N", "O", "O", "H", "H", "H", "H", "H", "H", "H", "H", "H"], "xyz": [[0.85268, 1.68563, -0.26984], [1.07893, -0.56183, 0.21873], [1.96538, 0.32448, 0.98806], [0.25595, 0.37714, -0.52672], [-0.84613, -0.22077, -1.23948], [1.78563, 1.56704, 0.80971], [0.42672, 2.87079, -0.74358], [1.71513, -0.95626, -0.55118], [0.46256, -1.22702, 0.88760], [-0.59565, 0.24443, 2.54452], [2.72835, -0.08692, 1.79865], [-0.33380, 0.65263, 2.05806], [-0.70022, -1.26020, -1.40072], [-0.92305, 0.17351, -2.16870], [-1.80746, -0.23105, -0.72587], [0.64816, 3.65953, -0.36434]]}


Going by the computed energies, the most stable comes first: model i, model ii.


Model i:
{"formula": "C2H3NS3", "method": "ωB97M-V/def2-TZVPD", "multiplicity": 1, "homo_lumo_gap_ev": [7.669, 6.583], "total_charge": 0, "species": ["C", "C", "N", "S", "S", "S", "H", "H", "H"], "xyz": [[-1.02636, -0.98111, -0.63218], [1.13925, 0.00397, 0.52913], [-1.85753, -0.16114, -0.22572], [0.47690, -1.50847, 0.33803], [-2.45760, 0.87983, 0.67439], [1.99957, 0.80600, -0.59236], [-1.12298, -1.57029, -1.58414], [0.80940, 0.54585, 1.45649], [2.03936, 1.98537, 0.03636]]}


Model ii:
{"formula": "C2H3NS3", "method": "ωB97M-V/def2-TZVPD", "multiplicity": 1, "homo_lumo_gap_ev": [7.833, 7.832], "total_charge": 0, "species": ["C", "C", "N", "S", "S", "S", "H", "H", "H"], "xyz": [[-1.98549, 0.51883, 0.10860], [1.57514, 0.07854, -0.87530], [0.10110, -0.46822, 1.15731], [-2.23443, -0.95129, -0.31405], [-2.09881, 1.99568, 0.44330], [1.55920, -0.67750, 0.56283], [2.45601, 0.38453, -1.44607], [0.75997, 0.05979, -1.66380], [-0.13269, -0.94037, 2.02719]]}


Going by the computed energies, the most stable comes first: model ii, model i.


Model i:
{"formula": "C3H2N4", "method": "ωB97M-V/def2-TZVPD", "multiplicity": 1, "homo_lumo_gap_ev": 10.382, "total_charge": 0, "smiles": "N#CC=C=N.N#N", "species": ["N", "C", "C", "C", "N", "N", "N", "H", "H"], "xyz": [[2.60253, -0.00451, 0.67173], [1.70264, -0.30064, 0.00445], [0.61447, -0.68802, -0.83075], [-0.62887, -0.69423, -0.38045], [-1.78340, -0.60226, -0.01360], [-1.03213, 2.35073, 1.35584], [-0.16166, 2.31573, 0.67981], [0.81247, -1.00034, -1.84849], [-2.21242, -1.40929, 0.43468]]}


Model ii:
{"formula": "C3H2N4", "method": "ωB97M-V/def2-TZVPD", "multiplicity": 1, "homo_lumo_gap_ev": 10.227, "total_charge": 0, "smiles": "N#CC=C=N.N#N", "species": ["N", "C", "C", "C", "N", "N", "N", "H", "H"], "xyz": [[2.90818, -0.10644, 0.40761], [1.85645, -0.33628, -0.03125], [0.64223, -0.67851, -0.69289], [-0.60218, -0.62641, -0.24912], [-1.78982, -0.48873, -0.03206], [-1.24614, 2.33692, 1.08012], [-0.16634, 2.25225, 0.88130], [0.73391, -1.07408, -1.69431], [-2.32558, -1.27095, 0.33624]]}


Going by the computed energies, the most stable comes first: model i, model ii.


Model i:
{"formula": "C2H7OS", "method": "ωB97M-V/def2-TZVPD", "multiplicity": 1, "homo_lumo_gap_ev": 5.679, "total_charge": -1, "species": ["C", "S", "H", "H", "H", "H", "C", "O", "H", "H", "H"], "xyz": [[0.90334, 0.47573, -1.60204], [0.63564, -0.88382, -2.76798], [0.43533, 0.22734, -0.63510], [1.95917, 0.58602, -1.41334], [0.46876, 1.38955, -1.99883], [0.32314, -1.86183, -1.90836], [-0.93669, 0.00089, 2.04402], [0.06674, -0.62093, 1.40289], [-0.61643, 0.81308, 2.76167], [-1.68031, 0.49363, 1.36730], [-1.55870, -0.61965, 2.74978]]}


Model ii:
{"formula": "C2H7OS", "method": "ωB97M-V/def2-TZVPD", "multiplicity": 1, "homo_lumo_gap_ev": 4.697, "total_charge": -1, "species": ["O", "H", "C", "S", "C", "H", "H", "H", "H", "H", "H"], "xyz": [[0.12311, -3.16420, 1.19392], [0.88555, -2.59135, 1.04378], [-0.88231, 0.65767, 0.94911], [0.51987, 0.24971, 0.03773], [0.59690, 1.50510, -1.29693], [-0.83571, 0.58933, 2.02532], [-1.86663, 0.69345, 0.48041], [-0.36805, -3.17299, 0.36955], [-0.41145, 1.82441, -1.54215], [1.02073, 1.02776, -2.17855], [1.21798, 2.38112, -1.08218]]}


Model iii:
{"formula": "C2H7OS", "method": "ωB97M-V/def2-TZVPD", "multiplicity": 1, "homo_lumo_gap_ev": 5.659, "total_charge": -1, "species": ["C", "S", "H", "H", "H", "H", "C", "O", "H", "H", "H"], "xyz": [[1.56996, 0.68159, -0.79685], [2.89615, -0.15624, 0.15299], [1.68888, 1.75142, -0.59682], [1.75809, 0.53637, -1.85671], [0.61169, 0.24188, -0.48306], [2.17038, -1.30073, 0.20640], [-2.20114, -0.32266, 0.65785], [-1.21743, -0.42770, -0.32057], [-1.82224, -1.05991, 1.40659], [-2.19059, 0.61494, 1.25130], [-3.26374, -0.55897, 0.37887]]}


Model iv:
{"formula": "C2H7OS", "method": "ωB97M-V/def2-TZVPD", "multiplicity": 1, "homo_lumo_gap_ev": 5.308, "total_charge": -1, "species": ["O", "H", "C", "S", "C", "H", "H", "H", "H", "H", "H"], "xyz": [[2.63865, -1.23225, -0.31137], [2.26203, -1.83359, -0.99549], [-0.52603, 0.55170, -1.37206], [-0.18268, 0.20637, 0.29460], [-1.86058, 0.49608, 1.10995], [-0.61542, -0.27282, -2.01930], [-0.98432, 1.54673, -1.57754], [1.88086, -0.72035, 0.10147], [-2.55504, 0.58214, 0.32136], [-2.06996, -0.37700, 1.73916], [-1.78477, 1.34431, 1.78029]]}


Going by the computed energies, the most stable comes first: model i, model iii, model iv, model ii.


Model i:
{"formula": "C3H4O3S", "method": "ωB97M-V/def2-TZVPD", "multiplicity": 1, "homo_lumo_gap_ev": 10.023, "total_charge": 0, "species": ["C", "C", "C", "O", "O", "O", "S", "H", "H", "H", "H"], "xyz": [[1.84867, 3.39078, 0.08617], [0.92150, -1.43594, -2.40250], [-0.49742, -1.51382, -2.83598], [1.25867, 3.58057, -0.88250], [-0.70813, -1.81189, -0.10333], [2.43081, 3.10061, 1.02449], [-0.27698, -0.91074, -1.17579], [1.57367, -2.40306, -2.29115], [1.48478, -0.75873, -2.91660], [-0.95463, -1.08149, -3.70997], [-0.73202, -2.58120, -2.92361]]}


Model ii:
{"formula": "C3H4O3S", "method": "ωB97M-V/def2-TZVPD", "multiplicity": 1, "homo_lumo_gap_ev": 8.995, "total_charge": 0, "species": ["C", "C", "C", "O", "O", "O", "S", "H", "H", "H", "H"], "xyz": [[1.59963, 0.48998, -0.71518], [-0.38580, -0.74506, -0.64089], [0.66255, -0.09983, 0.00713], [-1.06956, -0.31456, 2.44094], [-2.03594, 1.21094, 0.72424], [-1.41176, -1.29318, -0.24581], [-2.03229, -0.03751, 1.42211], [2.48354, 1.08026, -0.55607], [1.60568, 0.46745, -1.77680], [-0.11040, -0.65836, -1.71771], [0.69436, -0.10012, 1.05804]]}


Model iii:
{"formula": "C3H4O3S", "method": "ωB97M-V/def2-TZVPD", "multiplicity": 1, "homo_lumo_gap_ev": 9.684, "total_charge": 0, "species": ["C", "C", "C", "O", "O", "O", "S", "H", "H", "H", "H"], "xyz": [[0.36220, -0.67805, 0.93511], [-0.15181, -0.01236, -0.06974], [-1.59950, 0.41925, -0.30989], [0.64560, 0.01529, -1.19214], [1.59883, -1.07370, 0.76880], [2.67336, 1.01981, -0.10139], [2.21055, -0.26534, -0.57432], [-0.11370, -1.02767, 1.77843], [-2.29272, 0.18489, 0.49862], [-1.72483, -0.04165, -1.19666], [-1.60798, 1.45954, -0.53682]]}


Going by the computed energies, the most stable comes first: model i, model iii, model ii.


Model i:
{"formula": "C3H5O2", "method": "ωB97M-V/def2-TZVPD", "multiplicity": 1, "homo_lumo_gap_ev": 11.556, "total_charge": 1, "species": ["C", "C", "C", "O", "O", "H", "H", "H", "H", "H"], "xyz": [[-1.93724, 0.26136, 0.51959], [0.39340, 0.29214, -0.44697], [1.57702, -0.38234, -0.05106], [-0.07134, 0.73199, -1.40538], [-0.80625, -0.07504, 0.81498], [-2.77569, 0.05180, 1.21564], [-2.12015, 0.90477, -0.41377], [2.54038, 0.06667, -0.57439], [1.65094, -1.30914, -0.68658], [1.54893, -0.54220, 1.02793]]}


Model ii:
{"formula": "C3H5O2", "method": "ωB97M-V/def2-TZVPD", "multiplicity": 1, "homo_lumo_gap_ev": 8.505, "total_charge": 1, "species": ["C", "C", "C", "O", "O", "H", "H", "H", "H", "H"], "xyz": [[2.58723, 0.67767, 0.14010], [-2.40767, -0.01994, 0.06541], [-1.27528, -0.76616, -0.10185], [-3.38848, 0.54303, 0.02262], [1.51706, 0.51953, -0.37955], [2.84393, 1.08062, 1.21842], [3.42192, 0.80332, -0.60632], [-1.39758, -1.07845, -1.13505], [-1.43223, -1.66917, 0.48516], [-0.46892, -0.09045, 0.29106]]}


Going by the computed energies, the most stable comes first: model i, model ii.